36
Properties=species:S:1:pos:R:3:forces:R:3:nbo_charge:R:1 method="wB97M-V/def2-TZVPD" total_charge=+2 relative_energy_kcal_mol=25.30 orbital_gap_ha=0.2458
Au 0.529 0.477 -0.850 -0.68 -1.15 0.62 1.437
N 0.751 -0.207 -2.760 -0.06 0.06 -0.13 -0.759
C 0.050 -1.510 -3.023 -0.09 0.08 0.03 -0.241
C -1.429 -1.221 -3.299 0.02 -0.07 -0.04 -0.433
C -2.392 -1.588 -2.175 0.00 0.08 0.02 -0.428
C -2.092 -0.974 -0.812 -0.06 0.04 0.11 -0.240
N -1.678 0.478 -0.855 0.41 0.64 -0.34 -0.819
H 0.402 0.473 -3.436 0.13 0.06 0.01 0.425
H 1.758 -0.286 -2.919 0.00 -0.14 0.10 0.444
H 0.217 -2.142 -2.151 -0.03 -0.08 -0.06 0.232
H 0.537 -1.988 -3.872 0.02 0.08 -0.03 0.254
H -1.733 -1.745 -4.204 -0.03 -0.06 0.05 0.276
H -1.547 -0.159 -3.552 0.01 -0.02 -0.07 0.190
H -2.392 -2.671 -2.035 -0.04 0.01 0.03 0.257
H -3.406 -1.324 -2.479 0.01 0.03 -0.02 0.247
H -1.308 -1.520 -0.285 0.01 0.02 -0.02 0.210
H -2.986 -1.022 -0.190 0.02 -0.06 0.04 0.250
H -1.942 0.934 0.014 -0.09 0.01 -0.01 0.420
H -2.139 0.992 -1.603 -0.10 -0.08 -0.02 0.424
C -0.521 3.109 1.661 -0.03 -0.04 0.01 -0.680
C 0.327 1.926 1.940 -0.07 -0.07 0.02 0.451
N 0.712 0.976 1.083 -0.09 0.06 -0.04 -0.540
C 1.542 0.091 1.747 0.07 -0.02 0.02 -0.037
C 1.638 0.489 3.038 -0.01 0.03 -0.01 0.093
N 0.871 1.623 3.125 0.05 0.01 0.04 -0.446
C 2.319 -0.002 4.288 0.01 0.05 0.01 0.762
O 3.093 -1.057 4.192 0.01 -0.01 0.03 -0.613
O 2.098 0.608 5.293 0.02 -0.01 -0.01 -0.511
C 2.189 -0.975 0.972 -0.04 0.06 -0.05 0.754
O 2.954 -1.779 1.414 -0.03 -0.06 0.03 -0.495
O 1.822 -0.980 -0.329 0.67 0.53 -0.28 -0.684
H -0.838 3.120 0.619 0.02 0.02 0.00 0.231
H 0.040 4.025 1.850 0.00 0.00 -0.01 0.288
H -1.402 3.116 2.304 0.00 0.01 0.01 0.275
H 0.786 2.135 4.000 -0.02 0.00 -0.01 0.486
H 3.167 -1.425 3.288 -0.01 0.01 -0.01 0.519

=====

17
Properties=species:S:1:pos:R:3:forces:R:3:nbo_charge:R:1 method="wB97M-V/def2-TZVPD" total_charge=-1 relative_energy_kcal_mol=22.71 orbital_gap_ha=0.3027
C -0.423 -1.296 -0.076 1.43 -0.28 -1.98 -0.242
C -1.867 -1.541 0.388 -0.08 0.67 -0.70 -0.815
C 1.027 1.260 0.468 2.46 1.25 -0.60 -0.653
C 0.435 1.186 -0.877 -4.22 -1.73 -0.51 -0.222
N -0.661 -0.014 -0.860 0.25 0.93 0.65 -0.792
O -1.920 1.361 1.068 -0.65 -1.48 -0.58 -1.173
O -3.442 0.338 -0.862 1.16 0.40 1.01 -1.157
P -2.213 0.281 0.029 -0.04 0.20 -1.85 2.244
H 0.411 -1.102 0.649 -0.92 -0.84 -0.29 0.176
H -0.176 -2.164 -0.868 0.18 1.71 1.90 0.156
H -2.245 -2.217 -0.424 -0.53 0.87 1.07 0.224
H -2.199 -1.829 1.379 0.61 -0.44 0.22 0.217
H 1.668 0.399 0.646 0.31 0.19 0.30 0.181
H 1.571 2.234 0.602 -0.04 -0.92 -0.04 0.185
H 0.208 1.284 1.102 -1.37 -0.08 1.66 0.267
H -0.330 2.057 -0.959 1.82 -1.15 -0.62 0.222
H 1.103 0.949 -1.728 -0.38 0.71 0.37 0.181

=====

133
Properties=species:S:1:pos:R:3:forces:R:3:mulliken_charge:R:1 method="wB97M-V/def2-TZVPD" orbital_gap_ha=0.2710
C -5.849 -3.802 6.444 0.53 -0.03 -1.35 -1.182
C -4.450 -4.106 5.758 0.06 0.28 0.10 -0.291
N -3.524 -2.877 5.503 -1.18 1.71 -0.22 -0.036
C -4.449 -1.754 4.826 1.28 -0.29 0.72 -1.115
C -3.008 -2.403 6.879 0.27 1.50 -1.05 -0.379
C -2.154 -1.093 6.909 0.64 -0.56 -0.45 -1.286
C -2.377 -3.077 4.478 0.32 -1.42 0.48 -0.658
C -1.247 -4.050 4.943 0.03 -1.25 -0.33 -0.823
O -1.706 -5.426 5.010 -1.03 0.81 0.70 -0.323
C -0.781 -6.279 5.667 0.52 0.89 0.68 -0.771
H -5.845 -3.437 7.471 0.41 -0.07 -0.12 0.340
H -6.482 -4.689 6.410 0.51 -0.42 0.18 0.411
H -6.457 -3.133 5.834 0.27 0.34 0.04 0.340
H -4.498 -4.538 4.758 -0.66 -0.09 0.10 0.431
H -3.873 -4.825 6.339 0.06 0.22 0.08 0.318
H -3.804 -0.963 4.441 0.16 -0.16 0.20 0.461
H -5.103 -1.309 5.575 0.05 -0.36 -0.03 0.423
H -5.001 -2.134 3.967 0.07 -0.48 0.34 0.396
H -2.395 -3.221 7.257 -0.37 0.01 0.17 0.464
H -3.901 -2.194 7.468 0.09 -0.52 0.06 0.355
H -1.165 -1.199 6.462 0.11 -0.56 -0.02 0.325
H -1.943 -0.862 7.953 -0.27 0.02 0.03 0.399
H -2.486 -0.183 6.409 -0.89 -0.23 0.18 0.341
H -1.990 -2.088 4.234 0.14 -0.11 0.31 0.449
H -2.842 -3.454 3.567 -0.08 -0.12 0.09 0.519
H -0.737 -3.697 5.840 -0.54 -0.10 0.72 0.390
H -0.375 -4.197 4.305 -0.20 1.25 -1.01 0.578
H -1.175 -7.272 5.878 -0.16 0.12 -0.75 0.280
H -0.540 -5.874 6.650 -0.07 0.20 0.35 0.329
H 0.180 -6.264 5.152 -0.01 -0.52 -0.37 0.316
C 2.254 3.455 -0.686 -0.15 -4.41 0.22 0.669
F 1.837 4.599 -0.354 -0.76 3.03 0.33 -0.192
F 2.398 3.316 -2.002 0.44 0.56 0.53 -0.196
F 3.417 3.208 -0.042 -0.04 0.10 -0.53 -0.248
S 0.910 2.198 -0.068 -0.69 1.58 -0.69 0.878
O 0.811 2.430 1.357 0.60 -0.72 -0.44 -0.633
O -0.264 2.669 -0.844 2.00 -1.52 1.32 -0.572
N 1.584 0.674 -0.401 -0.78 3.34 2.41 -0.351
S 0.992 0.230 -1.733 -1.39 -2.75 -6.09 0.987
O -0.177 -0.662 -1.672 1.53 0.94 0.53 -0.663
O 0.937 1.213 -2.822 0.35 -1.06 1.36 -0.589
C 2.441 -0.976 -2.347 -2.29 0.28 0.98 0.602
F 3.624 -0.483 -2.117 1.34 1.06 -0.57 -0.221
F 2.388 -2.076 -1.600 -0.37 -1.06 0.32 -0.251
F 2.292 -1.348 -3.630 0.18 0.54 0.48 -0.221
C -2.378 7.625 -6.845 -1.27 0.62 -1.57 0.206
O -2.170 7.561 -8.053 0.59 -0.52 0.95 -0.612
N -3.156 8.607 -6.340 -0.74 0.89 1.09 0.053
C -3.574 8.681 -4.930 0.80 -0.64 -0.71 -0.927
C -3.769 9.694 -7.119 1.55 0.12 -0.16 -0.949
H -2.105 6.878 -6.084 0.41 0.04 -0.16 0.299
H -2.887 8.144 -4.275 0.01 -0.26 -0.17 0.344
H -4.557 8.215 -4.873 -0.20 0.48 0.52 0.316
H -3.504 9.723 -4.617 -0.54 -0.06 0.07 0.293
H -3.308 9.772 -8.103 -0.32 -0.53 -0.09 0.328
H -4.858 9.684 -7.169 0.05 -0.36 0.03 0.299
H -3.443 10.616 -6.637 -0.33 0.21 0.19 0.350
C -5.628 6.216 3.939 -0.10 -0.31 -3.62 0.220
O -6.145 6.040 2.829 -0.08 -0.22 1.50 -0.614
N -4.710 7.175 4.120 0.97 0.12 1.29 0.101
C -4.208 7.326 5.464 0.40 1.35 0.20 -0.926
C -4.133 8.068 3.089 -1.15 -0.34 0.03 -0.882
H -5.760 5.508 4.771 -0.20 0.41 0.18 0.259
H -3.120 7.371 5.427 0.08 -0.32 0.32 0.290
H -4.585 6.624 6.208 0.15 -0.47 -0.53 0.298
H -4.536 8.288 5.860 0.07 0.33 0.05 0.324
H -4.574 7.795 2.130 0.04 -0.01 0.12 0.299
H -4.389 9.106 3.303 -0.20 0.03 0.10 0.318
H -3.047 8.046 3.001 0.03 -0.57 0.37 0.312
C 9.099 -8.195 -4.591 0.11 0.84 0.74 -1.076
C 9.163 -8.347 -3.055 0.14 -1.82 -0.97 -0.514
C 7.819 -8.524 -2.329 0.01 0.17 -0.01 -0.407
C 6.932 -9.622 -2.866 1.53 1.96 0.73 0.243
N 6.253 -10.449 -3.259 -0.56 -0.74 -0.35 -0.391
H 8.354 -8.836 -5.061 0.12 -0.04 0.08 0.340
H 10.078 -8.327 -5.053 -0.02 -0.35 0.09 0.311
H 8.861 -7.151 -4.793 -0.35 0.02 -0.24 0.290
H 9.847 -7.621 -2.617 -0.58 0.35 0.19 0.362
H 9.620 -9.302 -2.794 0.55 -0.16 -0.43 0.279
H 7.285 -7.576 -2.267 -0.38 -0.21 -0.05 0.303
H 8.136 -8.803 -1.324 -0.57 -0.01 0.21 0.260
C -1.301 -0.071 -11.568 1.25 -0.13 0.47 -1.060
C -1.521 0.203 -10.070 -0.12 2.29 -1.51 -0.390
C -2.232 -0.808 -9.284 -2.17 0.28 0.55 -0.348
C -1.650 -2.071 -9.182 0.89 -0.13 0.32 0.203
N -1.227 -3.114 -9.091 0.96 -2.32 0.11 -0.431
H -2.083 0.013 -12.322 -0.68 -0.33 0.73 0.316
H -0.821 -1.049 -11.596 0.05 -0.07 -0.67 0.312
H -0.593 0.680 -11.920 0.35 -0.16 0.03 0.296
H -2.096 1.127 -10.023 -0.18 0.11 0.26 0.282
H -0.582 0.477 -9.589 0.20 -0.32 -0.14 0.316
H -3.177 -1.116 -9.731 -0.56 0.76 -0.20 0.205
H -2.463 -0.446 -8.282 0.01 0.03 0.06 0.300
Br 10.514 1.578 -2.687 0.27 -0.44 -0.20 -0.144
C 9.813 3.068 -1.701 1.27 0.62 1.51 -0.499
C 10.686 3.258 -0.376 -0.70 0.00 -1.00 -0.652
Br 9.891 4.727 0.742 0.50 -1.06 -0.62 -0.169
H 8.759 2.845 -1.538 0.26 0.31 0.23 0.356
H 9.985 3.938 -2.334 -0.42 -0.08 0.14 0.328
H 11.716 3.537 -0.594 -0.30 0.53 -0.37 0.380
H 10.845 2.332 0.177 -0.89 0.12 0.32 0.400
Br 6.536 -3.967 3.675 -0.36 0.24 -0.48 -0.165
C 6.064 -2.336 2.668 0.69 0.33 0.97 -0.603
C 6.085 -1.134 3.597 -0.16 -0.05 -0.25 -0.596
Br 7.877 -0.835 4.345 -0.57 0.11 -0.20 -0.125
H 5.077 -2.441 2.216 0.22 -0.22 -0.02 0.396
H 6.867 -2.158 1.953 -0.32 -0.46 -0.24 0.370
H 5.375 -1.185 4.423 0.23 -0.15 -0.03 0.379
H 5.818 -0.283 2.970 0.24 0.23 0.21 0.345
Br -9.278 -0.679 -1.428 0.17 0.66 -1.10 -0.197
C -8.559 0.282 -3.067 2.14 -0.19 1.34 -0.573
C -7.391 1.210 -2.537 -1.62 -0.11 -0.36 -0.616
Br -6.501 1.998 -4.096 -0.21 -0.14 0.42 -0.147
H -9.346 0.773 -3.639 0.10 -0.02 0.44 0.400
H -8.040 -0.486 -3.640 -0.59 -0.12 -0.09 0.365
H -6.645 0.694 -1.933 -0.17 -0.22 -0.40 0.396
H -7.819 2.002 -1.923 0.19 0.15 -0.24 0.372
Br -3.346 -9.937 -0.636 0.10 -0.26 -0.53 -0.139
C -3.517 -9.182 -2.453 -0.03 -1.91 0.41 -0.649
C -3.289 -7.747 -2.392 -0.61 1.57 -0.64 -0.540
Br -4.897 -6.993 -1.487 0.79 0.33 -0.36 -0.132
H -4.519 -9.439 -2.797 0.00 0.22 0.25 0.385
H -2.856 -9.702 -3.146 0.44 0.03 0.40 0.370
H -3.273 -7.400 -3.426 -0.38 0.40 0.03 0.320
H -2.368 -7.361 -1.956 -0.30 -0.37 0.46 0.385
Br 4.503 8.111 5.962 -0.37 0.03 0.25 -0.149
C 4.241 6.257 6.511 0.66 -0.50 -0.20 -0.599
C 4.998 6.023 7.817 -0.36 0.44 -0.54 -0.573
Br 4.921 4.143 8.317 0.01 0.15 -0.05 -0.161
H 4.688 5.733 5.666 -0.05 -0.27 0.33 0.357
H 3.194 5.963 6.583 0.03 0.48 0.00 0.385
H 4.521 6.599 8.611 0.22 -0.16 0.04 0.356
H 6.042 6.312 7.700 -0.13 -0.17 0.17 0.384

=====

114
Properties=species:S:1:pos:R:3:forces:R:3:mulliken_charge:R:1 method="wB97M-V/def2-TZVPD" total_charge=+1 relative_energy_kcal_mol=19.38 orbital_gap_ha=0.3148
C 1.308 -0.135 -6.532 0.46 0.05 0.45 -1.077
C 2.381 -1.166 -6.035 0.32 0.39 -1.13 -0.162
C 2.187 -2.601 -6.589 -0.33 -0.14 0.67 -1.034
C 1.130 -3.447 -5.794 1.54 -0.32 -0.38 -0.490
C 1.789 -3.911 -4.458 -0.79 -0.65 0.21 -0.543
C 1.363 -5.356 -4.026 0.05 0.49 0.53 -0.718
C 1.875 -5.603 -2.566 0.03 0.02 -0.37 -0.841
C 2.520 -7.012 -2.334 0.37 0.33 0.70 -0.779
P 4.391 -6.875 -2.292 -0.79 -0.66 -0.13 0.189
C 5.178 -8.454 -2.954 -0.59 -0.02 0.55 -0.360
O 5.169 -9.395 -1.878 0.62 0.88 -0.12 -0.199
O 3.918 -10.028 -1.811 -0.76 -0.54 -0.85 -0.322
H 0.761 0.248 -5.655 -0.15 -0.11 -0.58 0.189
H 0.619 -0.540 -7.292 0.20 0.01 0.49 0.385
H 1.812 0.732 -6.999 -0.27 -0.37 0.25 0.305
H 2.476 -1.125 -4.933 -0.17 -0.27 -0.48 0.102
H 3.358 -0.810 -6.426 -0.42 -0.23 0.32 0.338
H 1.935 -2.601 -7.665 0.05 0.31 0.47 0.431
H 3.152 -3.145 -6.504 -0.47 0.22 -0.13 0.386
H 0.954 -4.355 -6.409 -0.23 0.45 0.37 0.381
H 0.179 -2.911 -5.644 0.38 -0.23 0.00 0.356
H 1.540 -3.226 -3.622 0.09 -0.26 -0.44 0.206
H 2.895 -3.930 -4.527 -0.44 0.21 -0.17 0.276
H 0.260 -5.454 -4.055 0.53 0.02 0.01 0.309
H 1.764 -6.135 -4.701 -0.07 0.47 0.08 0.401
H 2.635 -4.820 -2.355 -0.41 -0.37 0.07 0.425
H 1.056 -5.439 -1.846 0.42 -0.18 -0.26 0.370
H 2.251 -7.402 -1.329 0.18 0.19 -0.50 0.463
H 2.216 -7.788 -3.057 0.28 0.43 0.11 0.572
H 4.802 -5.704 -2.976 -0.09 -0.39 0.18 0.178
H 4.831 -6.765 -0.941 -0.14 0.11 -0.66 0.198
H 4.541 -8.805 -3.785 0.42 0.10 0.21 0.357
H 6.220 -8.285 -3.267 -0.37 -0.13 0.20 0.379
H 3.394 -9.625 -1.102 0.50 0.23 0.33 0.336
C 0.543 5.239 -2.267 -0.05 -0.05 0.15 -1.260
C 1.799 4.646 -1.639 0.02 0.11 -0.09 0.039
C 2.829 4.179 -2.669 0.06 -0.05 0.08 -0.863
C 2.354 3.057 -3.594 -0.10 0.05 -0.06 -0.884
C 1.889 1.788 -2.881 0.13 -0.04 -0.07 1.440
C 2.991 1.112 -2.074 -0.14 -0.08 0.07 -1.332
H 0.010 4.506 -2.875 0.00 0.03 -0.02 0.271
H -0.142 5.584 -1.490 -0.02 0.02 -0.07 0.383
H 0.791 6.095 -2.899 -0.02 -0.04 -0.03 0.345
H 1.523 3.822 -0.973 0.03 -0.01 -0.01 -0.101
H 2.265 5.406 -1.006 0.01 -0.06 0.02 0.406
H 3.734 3.860 -2.142 0.00 0.00 -0.03 0.327
H 3.127 5.032 -3.286 -0.02 0.00 0.02 0.390
H 3.171 2.802 -4.278 -0.01 -0.02 0.01 0.417
H 1.540 3.423 -4.227 0.02 0.01 0.01 0.313
H 1.526 1.081 -3.634 -0.05 0.03 0.01 -0.255
H 1.036 2.007 -2.231 0.01 0.03 -0.02 -0.625
H 3.834 0.841 -2.714 0.02 0.06 0.02 0.305
H 2.612 0.198 -1.610 0.08 0.00 0.03 0.319
H 3.360 1.758 -1.275 0.03 -0.03 -0.02 0.409
C -0.174 -0.659 -0.536 -0.05 -0.15 0.03 -0.661
C -1.569 -0.141 -0.206 0.02 0.07 -0.11 -0.597
C -1.603 1.363 0.062 -0.09 0.03 0.04 -0.438
C -0.777 1.826 1.264 0.12 -0.06 -0.02 -0.450
C -1.148 1.173 2.594 -0.01 0.16 0.02 0.169
C -2.576 1.474 3.034 0.05 -0.17 0.09 -1.332
H 0.518 -0.510 0.295 0.02 0.02 -0.04 0.227
H -0.208 -1.730 -0.750 0.05 0.01 -0.01 0.380
H 0.228 -0.151 -1.415 0.03 0.01 0.04 -0.085
H -1.975 -0.693 0.646 -0.01 0.05 0.02 0.298
H -2.231 -0.357 -1.051 -0.02 0.00 0.04 0.391
H -2.644 1.674 0.192 0.02 0.01 0.01 0.064
H -1.242 1.891 -0.828 -0.01 -0.03 -0.01 0.263
H -0.884 2.912 1.359 -0.01 -0.02 0.01 0.473
H 0.286 1.647 1.068 -0.01 0.02 -0.02 0.213
H -0.461 1.541 3.363 0.03 -0.06 -0.03 -0.225
H -0.998 0.090 2.544 0.02 0.01 -0.02 0.268
H -2.733 2.550 3.138 -0.03 -0.02 -0.04 0.329
H -2.780 1.010 4.001 -0.05 0.05 -0.01 0.454
H -3.307 1.087 2.324 -0.01 0.04 0.02 0.202
C 3.550 3.339 7.452 0.10 0.07 -0.10 -1.236
C 2.791 3.217 6.135 -0.09 0.02 0.12 -0.483
C 1.754 2.094 6.137 -0.02 -0.01 -0.11 0.028
C 2.322 0.686 6.326 0.06 0.02 0.08 -0.716
C 3.368 0.265 5.294 -0.12 -0.08 0.01 -0.481
C 2.822 0.218 3.872 0.15 0.01 -0.05 -1.029
H 4.122 2.437 7.675 -0.02 0.01 0.03 0.283
H 4.253 4.173 7.409 -0.01 -0.03 0.07 0.381
H 2.862 3.523 8.281 0.02 -0.04 0.00 0.302
H 3.501 3.082 5.314 -0.03 -0.02 -0.02 0.262
H 2.277 4.162 5.941 0.02 -0.03 -0.05 0.388
H 1.189 2.136 5.200 0.00 -0.02 0.01 -0.322
H 1.027 2.283 6.933 0.02 0.01 -0.01 0.416
H 1.492 -0.028 6.302 0.02 0.00 -0.01 0.374
H 2.760 0.600 7.325 -0.02 0.02 -0.01 0.332
H 3.735 -0.730 5.560 0.03 0.04 0.02 0.348
H 4.234 0.931 5.334 -0.03 0.01 0.03 0.260
H 1.984 -0.480 3.799 -0.03 0.05 -0.01 0.270
H 3.598 -0.115 3.178 -0.06 0.01 -0.04 0.422
H 2.482 1.200 3.537 -0.03 -0.03 -0.01 0.203
C -5.793 2.435 1.427 -0.03 -0.15 -0.04 -0.817
C -7.278 2.153 1.233 0.03 0.14 -0.06 -0.534
C -8.182 3.165 1.936 -0.10 -0.04 0.01 -0.811
C -8.046 3.207 3.460 0.12 -0.01 0.01 -0.686
C -8.302 1.878 4.171 -0.10 0.11 0.03 -0.344
C -9.721 1.355 3.978 0.08 -0.14 0.03 -1.209
H -5.504 2.377 2.478 0.01 0.03 -0.02 0.205
H -5.195 1.703 0.880 0.04 0.05 0.02 0.274
H -5.533 3.429 1.053 0.01 0.00 0.05 0.304
H -7.506 1.138 1.569 -0.03 0.02 0.02 0.271
H -7.501 2.177 0.162 -0.03 -0.03 0.03 0.385
H -9.222 2.954 1.669 0.01 0.01 0.02 0.330
H -7.970 4.165 1.543 0.01 -0.02 -0.01 0.359
H -8.742 3.957 3.849 0.00 -0.02 0.01 0.398
H -7.045 3.562 3.727 -0.02 0.01 -0.02 0.307
H -8.125 2.019 5.241 0.05 -0.02 -0.03 0.363
H -7.583 1.123 3.839 0.01 0.03 -0.01 0.248
H -10.454 2.074 4.348 0.00 0.00 -0.05 0.295
H -9.859 0.422 4.528 -0.06 0.03 -0.02 0.377
H -9.938 1.152 2.928 -0.03 0.02 0.02 0.289